C4H9N4 | ωB97M-V/def2-TZVPD

Geometry (Å):
C: -2.12 0.73 -0.10
C: -0.29 -1.28 -0.18
C: -1.23 0.82 1.09
C: 0.72 -2.37 0.14
N: -2.15 -0.25 -0.92
N: -1.33 -1.26 -0.76
N: 0.08 0.34 0.65
N: 0.57 1.15 -0.48
H: -2.72 1.61 -0.23
H: -1.20 1.65 1.78
H: -1.59 0.12 1.78
H: 1.66 -2.00 0.55
H: 0.86 -2.99 -0.73
H: 0.27 -3.03 0.92
H: 1.64 0.92 -0.52
H: 0.54 2.25 -0.09
H: 0.15 0.95 -1.48

Its highest occupied orbital energy is -0.4960 Ha. For the max |F|, the calculation gives 5.6 eV Å⁻¹. Its total charge is +1. As for the spin multiplicity: 1. As for the LUMO energy: -4.32 eV. For the energy above the lowest of the compared OMol25 structures with the same formula, charge and spin, the calculation gives 536.66 kJ/mol.

Per-atom natural (NBO) charges, elementary charge units: atom 1 (C): 0.096, atom 2 (C): 0.496, atom 3 (C): -0.384, atom 4 (C): -0.701, atom 5 (N): -0.230, atom 6 (N): -0.253, atom 7 (N): -0.321, atom 8 (N): -0.615, atom 9 (H): 0.215, atom 10 (H): 0.252, atom 11 (H): 0.272, atom 12 (H): 0.254, atom 13 (H): 0.270, atom 14 (H): 0.276, atom 15 (H): 0.459, atom 16 (H): 0.465, atom 17 (H): 0.449